No. 1
ORCA calculation (ωB97M-V/def2-TZVPD) on a cluster of 3 separate species, C2H9NO4 in total at a distorted geometry.

ORCA input file:
```
! wB97M-V def2-TZVPD RIJCOSX def2/J DEFGRID3
* xyz 0 1
H 0.72 0.40 -1.08
H 1.32 1.26 1.56
H -0.77 -1.70 -2.18
H -1.61 1.67 -0.56
C 0.61 1.00 -0.17
N 1.44 0.57 0.83
O -1.06 2.05 1.27
C -1.11 1.26 0.36
H 0.31 -1.64 -0.56
O -0.75 -1.27 -1.32
H 0.88 2.03 -0.35
H 1.09 -0.32 1.23
O -1.58 0.04 0.56
H -1.28 -0.56 -0.23
H 0.85 -2.87 0.37
O 0.94 -1.92 0.28
*
```

The HOMO energy is -0.3469 Eh. The orbital gap is 5.92 eV. The calculation puts the relative energy (zero: lowest compared OMol25 entry of this formula, charge and spin) at 564.9 kJ/mol.

Results of the natural (NBO) charge analysis, in e, for atoms 1 through 6: 0.298, 0.376, 0.483, 0.244, -0.042, -0.603



No. 2
ORCA calculation (ωB97M-V/def2-TZVPD) on a cluster of 11 separate species, ClH20O10 in total.

ORCA input file:
```
! wB97M-V def2-TZVPD RIJCOSX def2/J DEFGRID3
* xyz 0 2
H -14.08 -16.36 -2.36
O -16.63 -16.62 -4.47
H -13.67 -11.57 -3.73
O -13.90 -13.77 -0.01
H -16.09 -15.91 -4.11
H -16.03 -17.36 -4.54
O -15.21 -13.89 -6.92
H -14.83 -16.68 -1.08
H -14.01 -10.13 -3.40
O -13.31 -16.66 -5.98
O -14.05 -10.78 -4.11
O -17.25 -12.50 -3.05
H -14.71 -14.02 -6.11
H -14.64 -14.22 -7.61
H -12.22 -13.36 -1.91
H -10.90 -16.54 -2.71
H -17.88 -12.59 -3.76
H -14.18 -17.05 -6.00
H -11.87 -15.66 -3.46
H -12.05 -13.61 -5.19
Cl -14.09 -14.48 -3.56
O -11.60 -13.06 -5.83
H -14.40 -13.95 -0.81
H -14.54 -13.83 0.69
H -10.72 -13.43 -5.88
O -10.98 -16.01 -3.50
O -11.51 -12.79 -2.20
H -16.51 -13.05 -3.31
O -14.26 -17.07 -1.75
H -11.28 -13.12 -3.07
H -13.36 -16.00 -5.29
*
```

The HOMO energy (alpha / beta) is -0.4264 / -0.4242 Eh. The orbital gap (alpha / beta) is 11.18 / 4.46 eV. The calculation puts the relative energy (zero: lowest compared OMol25 entry of this formula, charge and spin) at 0.0 kJ/mol.

Results of the natural (NBO) charge analysis, in e, for atoms 1 through 6: 0.445, -0.900, 0.453, -0.938, 0.445, 0.468



No. 3
ORCA calculation (ωB97M-V/def2-TZVPD) on a structure of composition C14H44BFeO14S2 at a distorted geometry.

ORCA input file:
```
! wB97M-V def2-TZVPD RIJCOSX def2/J DEFGRID3
* xyz -2 6
H 11.36 10.20 -6.56
O 16.34 11.38 -13.11
H 11.76 11.54 -12.79
O 16.31 7.49 -10.82
H 15.85 13.24 -11.63
H 19.10 5.89 -11.27
H 14.21 10.11 -8.50
O 15.17 8.97 -13.92
H 12.76 10.07 -9.47
H 14.23 9.44 -10.07
C 14.64 4.75 -8.88
H 17.89 6.24 -12.59
O 9.96 5.66 -10.12
O 11.27 7.19 -11.41
H 18.73 10.59 -12.75
H 12.89 7.17 -4.91
Fe 12.64 8.28 -10.53
H 17.99 8.34 -11.45
H 10.66 8.85 -5.76
H 14.63 5.29 -7.94
C 18.33 11.42 -12.18
H 12.84 3.49 -10.53
H 15.98 7.30 -11.70
H 12.42 9.54 -4.16
S 14.28 7.92 -13.30
S 10.27 7.03 -10.36
C 12.79 9.26 -5.14
H 12.58 5.22 -9.18
H 14.47 3.73 -8.52
C 18.07 6.14 -11.52
O 13.68 10.33 -5.49
H 10.47 10.03 -11.82
H 17.76 6.70 -8.94
H 12.32 4.81 -11.53
C 11.61 9.22 -6.15
H 15.70 12.17 -10.28
C 16.77 11.59 -6.93
H 14.42 7.99 -4.30
H 14.15 7.79 -5.93
H 15.59 4.72 -9.42
O 11.32 9.93 -11.40
H 17.10 13.09 -10.50
C 12.00 11.14 -11.81
H 17.29 11.13 -6.08
C 18.21 7.57 -9.43
H 13.07 10.98 -11.82
H 11.82 11.85 -10.99
H 17.02 12.64 -6.81
H 14.72 6.33 -10.56
O 13.16 7.79 -14.27
O 13.65 8.39 -12.05
C 16.39 12.49 -11.06
H 16.59 10.49 -8.48
C 16.92 11.30 -11.85
C 13.15 4.46 -10.91
O 13.86 6.55 -10.19
O 11.15 7.80 -9.50
H 17.49 5.38 -11.00
C 17.73 7.46 -10.87
H 13.86 10.37 -6.43
C 13.51 5.27 -9.73
H 18.98 11.51 -11.31
H 13.96 4.18 -11.59
O 9.10 7.79 -10.60
H 18.55 12.30 -12.77
H 13.35 8.54 -8.78
O 17.19 11.19 -8.21
B 13.63 9.50 -9.17
H 17.89 8.48 -8.92
C 13.60 8.00 -5.02
H 16.40 10.47 -13.42
H 15.69 11.57 -6.83
O 14.90 6.64 -13.05
H 11.78 8.53 -6.98
H 19.28 7.47 -9.32
H 16.73 10.31 -11.41
*
```

The HOMO energy (alpha / beta) is -0.0859 / -0.0850 Eh. The orbital gap (alpha / beta) is 6.78 / 6.76 eV.

Results of the Löwdin charge analysis, in e, for atoms 1 through 6: 0.084, -0.059, 0.090, -0.090, 0.074, 0.068



No. 4
ORCA calculation (ωB97M-V/def2-TZVPD) on a cluster of 6 separate species, C33H51Br10NO5 in total at a distorted geometry.

ORCA input file:
```
! wB97M-V def2-TZVPD RIJCOSX def2/J DEFGRID3
* xyz 0 1
H -1.32 -1.47 1.30
Br -8.48 -2.80 -2.51
H -12.73 0.93 -2.93
H -4.13 0.00 1.33
C 4.45 2.05 1.30
C 1.57 0.89 -2.33
C -6.03 -0.43 0.40
C 1.48 -0.82 -0.57
C 3.55 -1.43 0.83
H 3.26 -3.12 -0.28
H 5.52 0.83 -1.72
Br 8.07 0.77 -3.63
H 0.72 5.89 -1.05
C 0.57 -1.71 0.21
H -6.57 -3.09 -0.96
C 3.57 0.31 -1.01
C -12.64 -0.07 -2.52
H 1.06 2.90 6.21
Br 0.59 -1.81 7.05
O -4.64 -1.99 1.51
H 1.99 -3.82 6.64
C -3.71 -1.00 -0.51
C 0.15 2.34 4.36
H 2.32 3.41 -2.98
H -0.34 4.68 -2.73
N 3.81 -2.83 0.51
H 4.68 -3.95 2.07
C -6.78 -3.56 -1.92
C 9.69 0.73 -2.56
H 1.13 3.73 -4.20
H 0.35 2.60 -0.64
H 1.76 3.72 4.80
Br 3.44 -2.10 4.75
H -4.28 -0.90 -1.43
H -3.30 -2.01 -0.48
H -13.23 -1.27 -4.20
H 4.07 1.15 1.74
H 3.03 -3.44 2.38
H 4.31 -2.72 6.98
H -3.77 -2.39 1.54
H 2.12 5.36 -1.98
C 1.27 5.02 -1.39
C 3.72 -3.77 1.60
Br -10.97 -0.50 -4.81
C 5.09 1.97 -0.01
H 2.29 -3.13 8.25
H -0.93 3.78 -0.53
O 5.88 1.99 1.14
H 1.68 4.49 -0.53
H 4.51 -0.97 1.05
C -12.35 -1.10 -3.59
H -4.71 -3.50 -2.46
C 2.19 -2.90 7.20
C -1.39 -0.52 -0.59
H -6.25 -0.52 -0.66
H -13.55 -0.33 -1.99
Br 8.45 0.48 0.02
C 3.41 -2.18 6.69
H 10.55 -0.40 -0.95
H -0.71 2.98 4.56
C 1.34 2.79 5.16
C 2.92 1.04 -2.01
H -0.09 1.65 -3.49
H -1.02 2.45 -1.71
C 2.85 -0.66 -0.27
H -12.01 -2.04 -3.17
Br 2.75 1.46 5.11
C -5.67 -3.27 -2.90
H 3.47 -1.16 7.06
H 3.31 -4.71 1.23
H 5.07 2.86 -0.61
H 9.87 1.74 -2.23
O 0.87 -2.77 0.69
C 9.57 -0.23 -1.40
C -0.59 -0.26 -1.82
H 9.14 -1.18 -1.69
C 1.27 3.28 -3.22
Br 0.47 2.48 2.45
C 0.85 -0.06 -1.59
C -0.81 -1.22 0.39
H 5.55 -0.07 -0.18
C 5.02 0.65 -0.77
H 10.48 0.41 -3.23
H -6.69 -1.11 0.93
Br -11.24 -0.02 -1.18
O -2.65 -0.04 -0.58
H -6.27 0.58 0.72
C -0.37 3.17 -1.23
H -6.94 -4.62 -1.78
H -0.11 1.31 4.55
C -4.59 -0.79 0.73
H -5.68 -2.24 -3.24
O -1.12 -0.24 -2.89
H 2.97 -1.32 1.75
Br -5.80 -4.39 -4.49
H 3.50 1.77 -2.57
C 0.39 4.05 -2.22
H 1.40 1.47 -4.35
C 0.98 1.78 -3.40
H 4.16 3.03 1.65
*
```

The HOMO energy is -0.3043 Eh. As for the SMILES: CNCc1c(C[C@H]2CO2)cc(CCC(C)C)c2c1C(=O)C=C(OC[C@@H](C)O)C2=O.BrCCBr.BrCCBr.BrCCBr.BrCCBr.BrCCBr. The orbital gap is 7.65 eV.

Results of the Löwdin charge analysis, in e, for atoms 1 through 6: 0.137, 0.599, 0.049, 0.141, -0.076, -0.127



No. 5
ORCA calculation (ωB97M-V/def2-TZVPD) on a structure of composition C23H31AsCl2N2O2Sr at a distorted geometry.

ORCA input file:
```
! wB97M-V def2-TZVPD RIJCOSX def2/J DEFGRID3
* xyz 0 1
C -0.61 -3.91 0.40
H 2.25 4.00 -1.70
H -0.45 3.38 -3.04
H 0.08 4.98 -2.52
O 2.08 1.05 -0.04
C -0.56 -1.51 3.35
C 4.36 1.36 -0.45
C 0.16 3.91 -2.30
As -0.69 3.56 -0.56
H 2.01 3.56 -3.39
C -0.60 -5.11 2.49
H -0.59 -3.90 -0.68
H -3.46 2.97 0.56
H -2.53 5.06 -1.50
H -0.85 5.21 1.34
C 4.74 2.39 2.08
C -0.63 -2.67 2.49
C 5.81 2.30 1.23
C -0.60 -5.10 1.09
C 0.25 1.97 3.67
H 1.69 2.39 -2.09
C -0.60 -3.91 3.15
H -0.55 2.62 3.29
H 6.44 1.69 -0.74
C -2.54 4.06 -1.07
H 1.89 5.29 -0.05
H 0.30 0.20 4.89
N 1.19 1.77 2.60
C 3.44 1.97 1.72
H -0.59 -6.05 3.03
H -1.72 -1.56 -1.79
Cl -2.92 0.31 -1.08
H -0.58 -3.91 4.24
C -0.65 -2.65 1.05
H 0.69 2.49 4.54
H 1.47 6.08 1.46
H -2.47 -0.66 -3.17
C 1.25 5.22 0.83
C -3.49 3.97 0.11
C -1.93 -0.60 -2.23
H -3.23 4.70 0.88
H -0.58 -6.03 0.54
C 1.61 3.44 -2.38
C 5.60 1.78 -0.05
Cl -0.39 0.23 -2.49
C -0.37 0.66 4.15
H -2.84 3.37 -1.86
H 2.75 2.56 3.66
H 4.20 0.95 -1.44
H -4.52 4.17 -0.19
H 6.79 2.63 1.55
H -1.30 0.91 4.67
H -0.49 6.06 -0.16
C 2.41 2.10 2.71
H -0.41 -1.78 4.40
H 1.53 4.32 1.37
Sr -0.03 0.62 0.79
C -0.22 5.19 0.44
H 4.88 2.79 3.08
O -0.65 -1.57 0.34
C 3.22 1.44 0.40
N -0.62 -0.27 3.06
*
```

The HOMO energy is -0.2699 Eh. The orbital gap is 7.73 eV. The calculation puts the relative energy (zero: lowest compared OMol25 entry of this formula, charge and spin) at 13.5 kJ/mol.

Results of the natural (NBO) charge analysis, in e, for atoms 1 through 6: -0.266, 0.207, 0.222, 0.210, -0.877, 0.200



No. 6
ORCA calculation (ωB97M-V/def2-TZVPD) on a cluster of 3 separate species, C38H44BF3I2N2O11P in total at a distorted geometry.

ORCA input file:
```
! wB97M-V def2-TZVPD RIJCOSX def2/J DEFGRID3
* xyz 1 1
C 0.74 -0.90 0.57
F -3.41 1.39 3.59
O 8.40 0.66 4.62
C -2.35 -0.46 -0.31
H 5.83 -3.45 8.03
H 1.80 1.04 0.51
H 2.70 2.61 1.74
I 2.22 5.07 -2.46
O 6.37 -0.70 3.36
H -6.97 -2.87 -1.46
C 1.73 2.02 -1.80
C -3.46 -0.30 -7.28
C 2.98 -2.14 -0.17
H -3.28 1.88 -0.39
H 0.42 0.18 -1.80
H 2.18 -2.18 1.99
C 5.87 -2.10 5.21
F -1.62 0.03 4.42
C 7.69 -0.33 5.28
C 7.96 -0.64 6.55
C -7.53 -0.54 -0.73
O -5.05 -1.63 -8.61
H 3.27 -0.44 4.12
H -1.54 3.13 -0.03
H 1.71 -3.15 -1.33
B 1.00 1.71 2.53
O 5.45 -3.42 7.12
O -0.78 4.20 2.02
H -2.00 1.00 -6.30
H -3.90 1.64 -3.15
C -2.38 1.64 -8.28
H -4.57 0.10 -10.54
C -1.91 -0.54 1.31
H -4.67 -3.13 0.03
H -2.24 1.70 1.46
C 6.14 -2.41 6.47
H 3.59 0.99 2.94
C -1.43 0.95 1.94
C 7.20 -1.70 7.24
C -2.54 0.84 -7.23
H -5.24 1.32 1.87
N -0.11 1.46 1.50
C -3.40 0.74 -2.57
O -3.64 -1.04 -6.33
H -8.49 -0.43 -1.40
C -1.90 1.16 3.51
H -3.47 -1.05 3.07
C 6.61 -1.03 4.52
C -4.04 0.26 -9.61
H 1.21 1.73 4.80
N -2.45 -1.94 -2.62
C -5.56 0.42 1.21
O 2.33 -3.40 -0.57
C 0.64 0.76 0.39
C 0.43 1.18 -1.15
H -3.23 -2.42 1.88
H 2.83 -1.39 -1.08
H 5.09 -2.52 -0.94
H 5.10 -2.61 4.64
C 3.06 0.71 3.94
C -5.29 -2.11 0.10
H -3.27 -0.80 -4.37
H -7.56 1.64 0.36
C -4.19 -0.54 -8.56
C -3.13 1.42 -9.55
H -1.65 -2.85 -0.74
H 2.93 -0.54 1.45
H 8.01 0.70 3.72
C 1.21 3.15 -2.92
C -6.66 -1.94 -0.78
C -4.67 -0.95 1.13
H 0.70 3.69 0.16
C -0.51 -1.41 1.56
O 7.42 -2.00 8.41
C -3.23 -1.22 1.95
C 2.21 -1.40 1.12
H -1.57 3.14 -9.12
C -3.03 -0.71 -3.20
H 2.40 2.52 -0.99
O -1.50 2.72 -8.24
C -3.04 0.90 -0.99
H 0.06 3.37 -2.85
C 4.56 -2.48 0.12
C -2.09 -1.84 -1.15
C -6.96 0.62 0.31
I -0.55 -3.54 1.91
H -0.50 1.76 -1.49
H 8.74 -0.14 7.11
H 0.92 -0.03 4.20
H -0.14 -1.03 2.64
H -4.99 -2.05 -7.73
O 1.92 2.89 2.30
P -0.40 3.16 0.91
H 2.39 1.26 -2.44
H 5.00 -1.62 0.77
H 3.55 1.32 4.84
H 0.57 -1.48 -0.43
H 4.59 -3.54 0.65
O -2.98 2.18 -10.49
F -1.50 2.39 4.21
H 1.41 2.79 -4.04
C 1.41 0.97 3.90
*
```

The HOMO energy is -0.3858 Eh. The orbital gap is 6.95 eV.

Results of the Löwdin charge analysis, in e, for atoms 1 through 6: -0.212, 0.003, 0.083, -0.066, 0.121, 0.151



No. 7
ORCA calculation (ωB97M-V/def2-TZVPD) on a cluster of 3 separate species, C4H15N2O in total at a distorted geometry.

ORCA input file:
```
! wB97M-V def2-TZVPD RIJCOSX def2/J DEFGRID3
* xyz 1 1
H -3.98 1.46 3.20
H 0.12 0.73 -1.73
H -1.93 -1.82 2.70
H 1.37 1.46 -0.60
H 0.09 -1.70 -2.12
H 1.19 -1.21 -3.30
H -1.17 -0.23 -0.08
H -3.70 2.99 3.67
C 0.81 0.52 -0.84
H 2.81 0.32 -3.02
O -2.03 -0.85 2.70
N 3.01 -0.20 -2.17
C 1.83 -0.51 -1.35
H 3.87 0.04 -1.66
H 0.23 0.32 1.30
H 1.69 -2.55 -2.00
H -1.33 -0.47 2.12
C -0.06 -0.13 0.22
N -3.55 2.33 2.93
H 2.21 -0.98 -0.41
H -2.58 2.07 2.72
C 1.13 -1.60 -2.28
*
```

The HOMO energy is -0.4452 Eh. The orbital gap is 3.64 eV. The calculation puts the relative energy (zero: lowest compared OMol25 entry of this formula, charge and spin) at 650.0 kJ/mol.

Results of the natural (NBO) charge analysis, in e, for atoms 1 through 6: 0.364, 0.269, 0.486, 0.315, 0.197, 0.231



No. 8
ORCA calculation (ωB97M-V/def2-TZVPD) on a structure of composition C38H38N4PS2Si2Ta at a distorted geometry.

ORCA input file:
```
! wB97M-V def2-TZVPD RIJCOSX def2/J DEFGRID3
* xyz 0 1
H 3.13 1.34 2.97
H -3.87 2.20 0.43
Si -2.65 1.32 -1.63
C 1.25 1.08 -4.35
N 3.37 3.19 -6.14
C 1.57 1.45 -5.63
H -2.09 3.14 -3.28
C -0.59 2.44 -0.18
C -1.29 0.98 2.53
Ta 0.60 0.25 -1.55
C -2.85 -0.40 -2.44
H -2.14 1.20 1.90
H 4.72 0.95 2.34
C 0.77 -4.61 1.84
C -0.47 -0.10 2.20
H -1.67 2.59 3.88
N -0.99 1.47 -1.07
S -0.04 -0.01 -3.96
H 3.19 -5.30 -1.29
C 3.97 -0.24 -0.58
H 2.18 -5.84 0.82
C 2.80 -3.52 -2.39
C 2.12 -2.29 -2.41
C 0.92 0.90 -6.75
H -1.59 5.26 1.42
Si 3.16 1.16 0.42
H -5.67 -3.77 2.23
H -3.54 2.30 -3.76
H 4.98 2.71 -0.35
C -1.36 3.54 0.17
C -4.77 -3.25 1.96
C 0.09 1.49 4.42
H 3.58 -1.22 -0.32
H -2.65 -2.86 -0.64
H -3.61 3.49 -2.49
H 3.43 3.22 -1.00
N 1.43 1.19 0.04
C 0.67 2.27 0.45
C 0.63 -0.38 3.00
H 3.87 -0.11 -1.65
H 3.45 -3.78 -3.21
C -3.08 -2.72 0.34
C -3.01 2.70 -2.91
C 1.29 -1.87 -1.39
C 1.63 -4.91 0.82
H 5.04 -0.26 -0.36
C 3.66 0.75 2.23
C -1.02 1.77 3.63
H -3.84 -0.78 -2.25
H -2.49 -1.12 3.26
H 1.75 0.18 4.73
H 0.63 -5.30 2.66
C 0.90 0.41 4.11
C 0.21 -2.51 0.78
H 3.50 -0.30 2.45
H 0.54 4.87 2.63
H -4.72 -4.03 -0.03
C -0.96 4.42 1.16
H -4.93 1.29 -0.61
C 3.93 2.83 -0.11
C -3.93 1.32 -0.20
H -2.29 3.71 -0.34
C -4.23 -3.40 0.69
C 2.57 2.40 -5.90
C 2.66 -4.36 -1.33
P -0.89 -1.05 0.70
C 1.10 -2.78 -0.29
H -2.13 -1.13 -2.06
H -2.73 -0.35 -3.52
C 1.81 -4.02 -0.26
C 0.24 4.21 1.83
N 0.41 0.45 -7.68
C -2.44 -1.89 1.25
H 3.85 3.59 0.66
C -4.13 -2.42 2.88
H 1.27 -1.22 2.76
H -4.54 -2.30 3.87
H 0.32 2.11 5.27
C 0.05 -3.42 1.81
C -2.98 -1.75 2.53
C 1.05 3.16 1.46
H 2.27 -1.66 -3.28
H -0.65 -3.21 2.60
S 2.09 1.69 -2.95
H 1.98 3.00 1.97
H -3.82 0.44 0.43
*
```

The HOMO energy is -0.2814 Eh. The orbital gap is 6.46 eV. The calculation puts the relative energy (zero: lowest compared OMol25 entry of this formula, charge and spin) at 62.2 kJ/mol.

Results of the Löwdin charge analysis, in e, for atoms 1 through 6: 0.005, 0.017, 0.457, -1.057, 0.175, -0.374